Model i:
Computed, not measured: a cluster of 7 separate species, H14O7 in total, with the ωB97M-V functional and the def2-TZVPD basis.

Structure (ORCA input):
```
! wB97M-V def2-TZVPD RIJCOSX def2/J DEFGRID3
* xyz 0 1
O 3.5855 7.2591 4.5500
H 3.4242 6.9269 5.4598
H 2.8994 6.7339 4.0334
O 6.6336 6.5468 5.1769
H 5.6989 6.8019 4.9276
H 6.4399 6.3123 6.2013
O 3.8641 3.6468 6.2871
H 4.4347 3.8274 5.4907
H 3.9043 4.5664 6.6380
O 6.5328 5.6361 8.0065
H 7.2301 6.0054 8.5755
H 6.8191 4.6994 7.8702
O 3.5322 6.4116 7.6711
H 2.8620 5.7168 7.9509
H 4.4415 6.1694 7.9361
O 6.4542 2.8272 7.2424
H 5.5883 2.7427 6.8057
H 7.0710 2.7228 6.5413
O 6.0900 3.8542 4.7316
H 6.2000 3.2808 3.9705
H 6.2441 4.8029 4.4912
*
```

As for the SMILES: O.O.O.O.O.O.O. As for the lowest unoccupied orbital energy: 0.324 eV. The HOMO energy is -0.4106 Eh. The orbital gap is 0.4226 Eh.

---

Model ii:
Computed, not measured: a cluster of 7 separate species, H14O7 in total, with the ωB97M-V functional and the def2-TZVPD basis.

Structure (ORCA input):
```
! wB97M-V def2-TZVPD RIJCOSX def2/J DEFGRID3
* xyz 0 1
O -1.0500 1.5698 -4.3495
H -0.9832 0.6357 -4.1512
H -1.6813 1.6182 -5.0674
O -0.4956 -0.2210 0.1419
H 0.0587 -0.9487 0.4239
H -1.2224 -0.6382 -0.3206
O 2.1048 2.3795 -0.6983
H 2.5095 1.5870 -0.3457
H 1.1759 2.1614 -0.7739
O -2.1473 0.2941 4.0948
H -2.5552 -0.3561 4.6667
H -1.3308 -0.1159 3.8093
O -5.1798 1.6686 0.2579
H -5.1572 0.7843 -0.1079
H -5.7950 2.1437 -0.3008
O 3.2209 -3.8269 -0.8153
H 2.7023 -4.0858 -0.0536
H 3.6068 -2.9864 -0.5685
O 3.7827 -0.5321 1.1257
H 4.7224 -0.4477 0.9643
H 3.7137 -0.6835 2.0683
*
```

As for the SMILES: O.O.O.O.O.O.O. As for the lowest unoccupied orbital energy: 0.049 eV. The HOMO energy is -0.3985 Eh. The orbital gap is 0.4003 Eh.

---

Model iii:
Computed, not measured: a cluster of 7 separate species, H14O7 in total, with the ωB97M-V functional and the def2-TZVPD basis.

Structure (ORCA input):
```
! wB97M-V def2-TZVPD RIJCOSX def2/J DEFGRID3
* xyz 0 1
O 3.7904 1.3047 1.8559
H 3.8485 1.1310 2.8303
H 3.2920 2.1175 1.8279
O 1.9371 0.3541 -3.7914
H 1.4424 0.0836 -2.9661
H 2.8511 0.3942 -3.4013
O 2.3881 4.4692 -2.2419
H 3.2629 4.3847 -2.3088
H 2.0349 4.1503 -3.1345
O -4.1699 -4.6935 1.6737
H -4.4112 -5.5007 1.1941
H -4.9710 -4.1524 1.7186
O -3.2802 -0.8144 0.1645
H -3.1611 -1.7998 0.2637
H -3.7571 -0.5702 0.9332
O -1.4639 0.3699 2.9857
H -0.9891 0.7977 2.3331
H -1.3980 -0.5082 2.6523
O 0.8774 -0.6190 -1.1993
H 0.1487 -0.4002 -0.7268
H 1.7280 -0.4985 -0.6627
*
```

As for the SMILES: O.O.O.O.O.O.O. As for the lowest unoccupied orbital energy: 0.112 eV. The HOMO energy is -0.3989 Eh. The orbital gap is 0.4030 Eh.

---

Model iv:
Computed, not measured: a cluster of 7 separate species, H14O7 in total, with the ωB97M-V functional and the def2-TZVPD basis.

Structure (ORCA input):
```
! wB97M-V def2-TZVPD RIJCOSX def2/J DEFGRID3
* xyz 0 1
O 9.2959 5.9404 7.7901
H 8.9381 6.2117 8.6398
H 8.5347 5.5143 7.3803
O 4.7650 4.8808 4.4784
H 4.0972 4.3623 4.9528
H 5.3561 4.2704 4.0292
O 4.9128 5.7943 7.7526
H 5.5376 6.1516 7.0779
H 5.1847 6.3041 8.5338
O 4.1112 7.8267 9.9270
H 3.9977 8.6618 10.3696
H 3.8968 8.0038 9.0014
O 6.6178 6.4543 5.3936
H 5.8553 6.0748 4.9495
H 6.8508 7.2984 4.9746
O 3.7552 8.7017 7.2279
H 4.7005 8.5428 7.2384
H 3.3498 7.8426 7.0684
O 4.2878 2.9591 8.2593
H 4.4137 3.9280 8.1788
H 3.4253 2.7732 7.8813
*
```

As for the SMILES: O.O.O.O.O.O.O. As for the lowest unoccupied orbital energy: 0.112 eV. The HOMO energy is -0.4067 Eh. The orbital gap is 0.4108 Eh.

---

Which of them is the most stable, and which is the least stable? model i and model iii, in that order.